1.
{"formula": "C8H12ClN2O", "method": "ωB97M-V/def2-TZVPD", "lumo_energy_ev": [-5.8, -5.8], "total_charge": 1, "orbital_gap_ev": [7.402, 7.401], "symbols": ["C", "C", "C", "C", "C", "C", "C", "C", "N", "N", "O", "Cl", "H", "H", "H", "H", "H", "H", "H", "H", "H", "H", "H", "H"], "positions_angstrom": [[0.34, 0.39, -0.52], [-1.13, -1.74, -1.79], [-1.61, -0.99, 0.49], [1.06, 1.07, -1.35], [-0.27, -0.14, 0.63], [1.82, 2.30, -0.97], [-0.65, 1.10, 1.49], [0.66, -1.09, 1.41], [-1.84, -1.72, -0.65], [-1.56, -2.44, -2.79], [-2.35, -1.04, 1.42], [1.22, 0.61, -3.02], [2.88, 2.08, -0.99], [1.61, 3.09, -1.69], [1.55, 2.64, 0.03], [-1.34, 0.77, 2.26], [-1.13, 1.87, 0.89], [0.24, 1.51, 1.95], [0.21, -1.31, 2.38], [1.62, -0.61, 1.58], [0.82, -2.02, 0.87], [-2.67, -2.31, -0.54], [-1.02, -2.47, -3.65], [-2.43, -2.97, -2.78]], "nbo_charge": [0.506, 0.327, 0.752, -0.147, -0.335, -0.622, -0.568, -0.586, -0.652, -0.741, -0.504, 0.124, 0.261, 0.264, 0.239, 0.280, 0.234, 0.227, 0.248, 0.230, 0.234, 0.411, 0.426, 0.391]}


2.
{"formula": "C8H12ClNS", "method": "ωB97M-V/def2-TZVPD", "lumo_energy_ev": 0.8, "total_charge": 0, "orbital_gap_ev": 9.185, "symbols": ["C", "C", "C", "C", "C", "C", "C", "C", "N", "S", "Cl", "H", "H", "H", "H", "H", "H", "H", "H", "H", "H", "H", "H"], "positions_angstrom": [[-2.57, -0.03, -1.44], [-2.47, -1.30, -1.01], [-1.66, 0.88, -0.86], [-0.77, 0.24, -0.10], [-1.63, 2.31, -1.15], [1.86, -1.12, 2.29], [2.14, -1.19, -0.19], [1.02, 0.66, 0.77], [1.78, -0.48, 0.95], [-1.10, -1.54, 0.01], [1.75, 1.77, -0.42], [-3.45, 0.20, -2.11], [-3.30, -1.95, -1.27], [-0.87, 2.89, -0.54], [-1.27, 2.38, -2.08], [-2.67, 2.75, -1.08], [2.86, -0.94, 2.73], [1.26, -0.58, 3.02], [1.64, -2.26, 2.28], [2.35, -2.21, 0.07], [1.37, -1.02, -0.90], [3.04, -0.70, -0.54], [0.70, 1.23, 1.57]], "nbo_charge": [-0.250, -0.409, -0.163, -0.193, -0.614, -0.407, -0.411, 0.094, -0.468, 0.330, -0.066, 0.216, 0.238, 0.223, 0.218, 0.215, 0.196, 0.212, 0.209, 0.207, 0.218, 0.197, 0.210]}


3.
{"formula": "C8H12ClP", "method": "ωB97M-V/def2-TZVPD", "lumo_energy_ev": 0.0, "total_charge": 0, "orbital_gap_ev": 8.091, "symbols": ["C", "C", "P", "C", "C", "Cl", "C", "C", "C", "C", "H", "H", "H", "H", "H", "H", "H", "H", "H", "H", "H", "H"], "positions_angstrom": [[1.73, 2.32, 0.93], [0.68, 1.48, 0.27], [-0.27, 2.08, -1.01], [-1.22, 0.44, -1.04], [-0.93, -0.32, -2.60], [-2.98, 0.77, -0.86], [-0.71, -0.53, 0.07], [-1.25, -1.91, 0.23], [0.33, 0.09, 0.72], [1.16, -0.68, 1.77], [1.69, 2.49, 2.01], [1.89, 3.32, 0.46], [2.67, 1.73, 0.72], [0.20, -0.24, -2.84], [-1.53, 0.07, -3.33], [-1.22, -1.37, -2.43], [-1.60, -2.20, 1.21], [-0.56, -2.75, -0.16], [-2.05, -1.97, -0.35], [0.51, -1.38, 2.28], [1.47, -0.06, 2.47], [2.00, -1.39, 1.48]], "nbo_charge": [-0.661, -0.351, 0.642, -0.307, -0.584, -0.058, 0.010, -0.648, -0.037, -0.638, 0.228, 0.229, 0.221, 0.220, 0.211, 0.204, 0.232, 0.221, 0.217, 0.219, 0.206, 0.222]}


4.
{"formula": "C8H12F3NO3", "method": "ωB97M-V/def2-TZVPD", "lumo_energy_ev": 0.6, "total_charge": 0, "orbital_gap_ev": 10.222, "symbols": ["C", "C", "C", "C", "C", "C", "C", "C", "N", "O", "O", "O", "F", "F", "F", "H", "H", "H", "H", "H", "H", "H", "H", "H", "H", "H", "H"], "positions_angstrom": [[2.24, -0.33, -0.29], [-0.12, 1.82, 0.49], [-1.23, 0.87, 0.47], [0.82, 0.12, -0.82], [-0.64, -0.54, 0.41], [0.11, -1.03, 1.67], [-1.66, -1.52, -0.13], [0.53, -0.36, -2.18], [0.76, 1.54, -0.66], [3.02, 0.66, 0.06], [2.40, -1.50, 0.00], [-2.20, 1.04, 1.49], [0.48, -1.67, -2.29], [-0.72, 0.07, -2.64], [1.46, 0.07, -3.06], [-0.61, 2.87, 0.64], [0.58, 1.61, 1.36], [-1.73, 0.99, -0.53], [0.09, -0.44, 2.60], [1.18, -1.45, 1.59], [-0.37, -1.88, 2.09], [-1.27, -2.42, -0.73], [-2.39, -0.88, -0.68], [-2.21, -1.91, 0.74], [0.53, 2.04, -1.50], [2.74, 1.42, -0.45], [-1.82, 0.81, 2.34]], "nbo_charge": [0.768, -0.245, 0.016, -0.063, 0.136, -0.725, -0.668, 0.949, -0.675, -0.648, -0.576, -0.703, -0.297, -0.351, -0.328, 0.234, 0.196, 0.189, 0.212, 0.284, 0.226, 0.249, 0.221, 0.230, 0.390, 0.509, 0.470]}


5.
{"formula": "C8H12F3O3P", "method": "ωB97M-V/def2-TZVPD", "lumo_energy_ev": 0.8, "total_charge": 0, "orbital_gap_ev": 10.912, "symbols": ["C", "C", "O", "P", "O", "O", "C", "C", "C", "C", "C", "F", "C", "F", "F", "H", "H", "H", "H", "H", "H", "H", "H", "H", "H", "H", "H"], "positions_angstrom": [[-2.17, -1.30, -0.16], [-1.15, -2.35, 0.24], [0.04, -1.76, 0.75], [0.82, -0.69, -0.12], [0.93, -1.01, -1.53], [0.09, 0.73, 0.23], [0.22, 1.91, -0.59], [0.86, 3.12, 0.07], [2.30, -0.78, 0.96], [3.19, -1.97, 0.49], [4.11, -1.21, -0.13], [5.25, -1.60, -0.71], [3.67, 0.15, 0.18], [3.16, 0.91, -0.83], [4.39, 0.94, 1.04], [-2.07, -0.80, -1.18], [-3.25, -1.61, -0.28], [-2.32, -0.53, 0.66], [-0.98, -2.84, -0.64], [-1.63, -2.96, 0.92], [0.74, 1.76, -1.44], [-0.76, 2.07, -0.79], [0.89, 3.96, -0.75], [0.33, 3.44, 0.86], [1.86, 2.77, 0.56], [2.06, -0.54, 2.06], [3.15, -2.98, 0.55]], "nbo_charge": [-0.669, -0.071, -0.806, 2.378, -1.085, -0.823, -0.050, -0.613, -0.646, -0.196, 0.301, -0.299, 0.681, -0.327, -0.317, 0.226, 0.225, 0.222, 0.188, 0.191, 0.187, 0.177, 0.221, 0.200, 0.215, 0.267, 0.223]}


6.
{"formula": "C8H12F6O6V", "method": "ωB97M-V/def2-TZVPD", "lumo_energy_ev": 3.2, "total_charge": -1, "orbital_gap_ev": 9.562, "symbols": ["O", "V", "O", "C", "O", "O", "C", "F", "F", "F", "C", "C", "H", "H", "H", "H", "H", "H", "C", "O", "O", "C", "F", "F", "F", "C", "C", "H", "H", "H", "H", "H", "H"], "positions_angstrom": [[-0.25, 0.79, -1.36], [0.24, 0.58, 0.14], [1.79, 0.17, 0.13], [-0.90, -2.27, -0.51], [-2.26, -2.76, -0.46], [-0.82, -1.32, 0.40], [-0.03, -3.49, -0.21], [1.26, -3.17, 0.03], [-0.40, -4.21, 0.86], [-0.01, -4.39, -1.24], [-2.77, -3.33, -1.64], [-4.24, -3.56, -1.42], [-4.50, -4.16, -0.54], [-4.75, -2.61, -1.30], [-4.79, -4.10, -2.20], [-2.26, -4.27, -1.89], [-2.65, -2.65, -2.49], [-0.75, -1.87, -1.53], [0.36, 3.20, 1.35], [1.26, 2.74, 0.36], [-0.69, 2.36, 1.19], [0.94, 3.29, 2.77], [1.83, 4.31, 2.87], [-0.05, 3.57, 3.62], [1.57, 2.18, 3.17], [2.47, 3.45, 0.06], [3.63, 2.51, -0.21], [4.60, 2.98, -0.38], [3.76, 1.81, 0.62], [3.46, 1.85, -1.06], [2.74, 4.27, 0.72], [2.24, 3.90, -0.92], [-0.01, 4.20, 1.06]], "mulliken_charge": [-0.617, 1.263, -0.626, 0.241, -0.333, -0.822, 0.646, -0.245, -0.296, -0.309, -0.027, -1.326, 0.319, 0.292, 0.392, 0.230, 0.268, 0.267, 0.398, -0.149, -0.817, 0.791, -0.288, -0.273, -0.280, -0.313, -1.126, 0.377, 0.261, 0.276, 0.385, 0.236, 0.202]}


What did the second record say?
{"formula": "C8H12ClNS", "method": "ωB97M-V/def2-TZVPD", "lumo_energy_ev": 0.8, "total_charge": 0, "orbital_gap_ev": 9.185, "symbols": ["C", "C", "C", "C", "C", "C", "C", "C", "N", "S", "Cl", "H", "H", "H", "H", "H", "H", "H", "H", "H", "H", "H", "H"], "positions_angstrom": [[-2.57, -0.03, -1.44], [-2.47, -1.30, -1.01], [-1.66, 0.88, -0.86], [-0.77, 0.24, -0.10], [-1.63, 2.31, -1.15], [1.86, -1.12, 2.29], [2.14, -1.19, -0.19], [1.02, 0.66, 0.77], [1.78, -0.48, 0.95], [-1.10, -1.54, 0.01], [1.75, 1.77, -0.42], [-3.45, 0.20, -2.11], [-3.30, -1.95, -1.27], [-0.87, 2.89, -0.54], [-1.27, 2.38, -2.08], [-2.67, 2.75, -1.08], [2.86, -0.94, 2.73], [1.26, -0.58, 3.02], [1.64, -2.26, 2.28], [2.35, -2.21, 0.07], [1.37, -1.02, -0.90], [3.04, -0.70, -0.54], [0.70, 1.23, 1.57]], "nbo_charge": [-0.250, -0.409, -0.163, -0.193, -0.614, -0.407, -0.411, 0.094, -0.468, 0.330, -0.066, 0.216, 0.238, 0.223, 0.218, 0.215, 0.196, 0.212, 0.209, 0.207, 0.218, 0.197, 0.210]}